{
  "formula": "C40H42CoO2P2SSi",
  "method": "wB97M-V/def2-TZVPD",
  "e_tot_ha": -4453.0810,
  "gap_ev": [7.41, 7.98],
  "multiplicity": 2,
  "homo_energy_ev": [-7.91, -7.87],
  "elements": ["Co", "C", "C", "P", "C", "C", "C", "C", "C", "C", "C", "C", "C", "C", "C", "C", "C", "P", "C", "C", "C", "C", "C", "C", "C", "C", "C", "C", "C", "C", "H", "H", "H", "H", "H", "H", "H", "H", "H", "H", "H", "H", "H", "H", "H", "H", "H", "H", "H", "H", "H", "H", "H", "H", "H", "H", "C", "Si", "C", "C", "O", "H", "H", "H", "H", "H", "H", "H", "H", "H", "C", "C", "O", "S", "C", "C", "C", "C", "C", "C", "C", "C", "H", "H", "H", "H", "H", "H", "H"],
  "xyz": [[0.86969, -1.41512, -0.96367], [2.89688, 1.28853, 1.44547], [2.70787, -0.19358, 1.79254], [1.05315, -0.89092, 1.36165], [1.26663, -2.68890, 1.68590], [0.09528, -3.45136, 1.69892], [0.14839, -4.81833, 1.90408], [1.37394, -5.44885, 2.08068], [2.54044, -4.70170, 2.04918], [2.48845, -3.32788, 1.85503], [0.10596, -0.41807, 2.87034], [-0.79498, 0.64329, 2.84606], [-1.46081, 1.02752, 4.00299], [-1.23371, 0.35301, 5.19136], [-0.33425, -0.70494, 5.22325], [0.32992, -1.09128, 4.07118], [2.60400, 1.58872, -0.03683], [0.78327, 1.95616, -0.24733], [0.91705, 3.71964, -0.79960], [1.17089, 4.10236, -2.11632], [1.31531, 5.44343, -2.43848], [1.21261, 6.41555, -1.45369], [0.96105, 6.04477, -0.14238], [0.80973, 4.70406, 0.18073], [0.27654, 1.15589, -1.81978], [-1.06420, 1.35483, -2.16202], [-1.57451, 0.85824, -3.34414], [-0.75942, 0.13381, -4.20796], [0.57074, -0.06310, -3.89147], [1.09681, 0.43527, -2.69609], [3.93400, 1.55117, 1.66665], [2.27113, 1.91813, 2.08641], [2.87948, -0.37277, 2.85480], [3.43100, -0.76561, 1.20879], [-0.85904, -2.96280, 1.53518], [-0.76614, -5.39735, 1.92144], [1.41452, -6.51939, 2.23450], [3.49967, -5.18866, 2.17440], [3.40819, -2.75948, 1.83511], [-0.97229, 1.16824, 1.91727], [-2.15705, 1.85631, 3.97580], [-1.76019, 0.64158, 6.09214], [-0.14790, -1.23350, 6.14932], [1.02427, -1.92072, 4.10962], [2.90223, 0.72988, -0.64189], [3.16390, 2.46082, -0.36900], [1.25575, 3.35276, -2.89124], [1.50860, 5.72781, -3.46543], [1.32759, 7.46070, -1.71138], [0.87419, 6.80295, 0.62589], [0.60318, 4.40921, 1.20409], [-1.70747, 1.90690, -1.48476], [-2.61339, 1.02415, -3.60002], [-1.16086, -0.26497, -5.13034], [1.22166, -0.59228, -4.57667], [2.16751, 0.39538, -2.54333], [4.04009, -3.66968, -2.76396], [4.10688, -2.05359, -1.79477], [4.73611, -0.66796, -2.93536], [5.43101, -2.17444, -0.43778], [2.65500, -1.70733, -1.21125], [5.00955, -3.91496, -3.20446], [3.30948, -3.59836, -3.57280], [3.73978, -4.49726, -2.11749], [5.77477, -0.86065, -3.21635], [4.70718, 0.30479, -2.43595], [4.15348, -0.58376, -3.85687], [6.41746, -2.30159, -0.89135], [5.26934, -3.01861, 0.23619], [5.46768, -1.26188, 0.16281], [-8.98649, 2.56623, 0.30446], [-7.66640, 1.86900, 0.10941], [-6.68580, 2.37486, -0.36187], [-7.70888, 0.17136, 0.67184], [-6.06050, -0.34982, 0.25229], [-5.79854, -0.75903, -1.04842], [-4.51996, -1.14931, -1.40615], [-3.48915, -1.14374, -0.46245], [-3.77534, -0.73622, 0.84818], [-5.05131, -0.33997, 1.20512], [-2.14581, -1.49374, -0.78716], [-0.97803, -1.75245, -1.01723], [-9.32929, 2.93622, -0.66210], [-8.84582, 3.42717, 0.95792], [-9.73629, 1.89936, 0.72453], [-6.59991, -0.75799, -1.77556], [-4.31309, -1.45966, -2.42206], [-2.97492, -0.72117, 1.57705], [-5.26746, -0.01531, 2.21462]],
  "atomic_forces_ev_per_a": [[0.000, 0.063, 0.083], [0.004, -0.042, -0.115], [-0.102, 0.140, -0.329], [0.587, -0.745, 0.104], [-0.135, 0.029, 0.015], [0.008, 0.074, -0.003], [-0.003, -0.069, 0.023], [-0.031, 0.035, -0.020], [0.055, -0.063, 0.009], [0.042, 0.123, 0.020], [-0.343, 0.190, -0.464], [-0.025, -0.051, -0.070], [-0.016, 0.027, 0.028], [-0.003, -0.033, 0.015], [0.015, 0.009, 0.014], [0.079, 0.019, -0.032], [-0.221, -0.123, 0.215], [0.256, 0.295, -0.272], [-0.062, -0.221, 0.050], [-0.016, 0.039, 0.124], [0.007, -0.051, -0.071], [0.016, 0.040, -0.026], [0.012, 0.060, 0.040], [-0.023, -0.103, -0.001], [0.122, 0.063, 0.075], [-0.059, -0.068, -0.005], [-0.057, -0.005, -0.002], [0.080, -0.027, -0.006], [-0.019, -0.183, 0.013], [0.032, 0.448, -0.036], [-0.001, -0.012, 0.038], [0.024, -0.029, 0.022], [0.030, -0.042, 0.022], [-0.023, -0.055, -0.002], [-0.004, -0.044, 0.003], [-0.003, 0.021, -0.021], [0.018, 0.002, 0.000], [-0.005, 0.016, 0.007], [0.023, -0.035, -0.010], [-0.009, 0.018, -0.016], [-0.008, -0.016, -0.038], [0.016, 0.024, -0.004], [-0.016, -0.007, -0.005], [-0.005, -0.037, -0.012], [0.011, 0.034, -0.020], [0.030, 0.001, -0.053], [-0.014, -0.045, -0.051], [0.001, 0.014, 0.014], [-0.013, -0.004, 0.010], [0.002, -0.028, 0.011], [-0.026, 0.045, 0.000], [-0.023, -0.025, -0.015], [-0.006, 0.012, 0.053], [-0.008, 0.013, -0.002], [0.000, -0.022, 0.021], [-0.052, -0.165, 0.109], [0.089, 0.214, 0.143], [0.574, 0.131, -0.217], [-0.148, -0.245, 0.095], [-0.251, -0.090, -0.180], [0.150, 0.066, 0.274], [-0.003, -0.015, 0.000], [-0.003, 0.016, -0.003], [0.003, 0.007, 0.014], [-0.008, 0.020, -0.032], [0.016, -0.014, 0.039], [-0.007, -0.023, 0.006], [-0.005, -0.008, -0.007], [-0.033, -0.009, 0.006], [-0.007, 0.029, -0.004], [-0.053, 0.090, -0.080], [0.216, -0.123, 0.061], [-0.148, 0.112, -0.025], [0.143, -0.111, 0.026], [-0.343, 0.094, -0.015], [0.087, -0.005, 0.035], [0.002, -0.024, -0.028], [-0.170, 0.087, 0.165], [-0.013, -0.012, -0.044], [0.001, -0.001, -0.057], [0.143, -0.418, -0.219], [-0.468, 0.792, 0.561], [0.008, -0.013, -0.002], [0.034, -0.033, 0.017], [-0.026, 0.030, 0.026], [0.025, -0.015, -0.022], [0.046, -0.013, 0.018], [-0.009, -0.022, 0.012], [0.017, -0.002, 0.004]]
}